(1)
C35H48IrN5O2 as an isolated structure, computed with the ωB97M-V functional and the def2-TZVPD basis.

Computed properties:
- Kohn-Sham gap (alpha / beta): 6.08 / 6.08 eV
- Net charge: +2
- Multiplicity: 1
- E: -1890.5412 a.u.

Positions of all 91 atoms, in Å:
Ir 0.05735 -0.19959 -0.32554
C 1.55812 -0.47349 -3.25309
C 2.47536 0.51730 -2.52824
C 2.84137 0.06473 -1.12734
C 1.97679 1.94667 -2.49649
C 2.82558 2.91849 -3.00262
C 2.42278 4.23845 -3.10791
C 1.16643 4.59967 -2.66070
C 0.29681 3.67459 -2.09890
C -0.98875 4.22135 -1.49080
C -0.68668 5.30046 -0.44461
C -1.92085 4.79382 -2.56541
C 0.69029 2.31509 -2.06538
N -0.22425 1.34154 -1.55732
C -1.54258 1.39966 -2.03745
O -1.86469 1.74079 -3.14404
C -2.50575 0.90164 -1.02286
C -3.83223 1.26253 -0.88253
C -4.52253 0.78857 0.22870
C -3.85938 0.01693 1.18324
C -2.53720 -0.30357 0.95408
N -1.91722 0.10774 -0.14625
C -1.60056 -0.91131 1.93858
O -1.96662 -1.40810 2.97260
N -0.27640 -0.81277 1.51160
C 0.71480 -0.68656 2.56371
C 0.81210 0.56680 3.19543
C 1.61071 0.69086 4.32500
C 2.31001 -0.38959 4.82448
C 2.24939 -1.60110 4.16108
C 1.48002 -1.77462 3.01634
C 1.54052 -3.15270 2.37755
C 1.88876 -3.09029 0.89453
C 0.28339 -3.97452 2.67767
C 0.14835 1.81738 2.64985
C 1.22119 2.70861 2.01626
C -0.65106 2.57272 3.71329
H 2.12472 -1.36388 -3.53320
H 1.14738 -0.02801 -4.15883
H 0.71091 -0.79471 -2.63987
H 3.40463 0.52415 -3.10237
H 1.91760 -0.06139 -0.49916
H 3.42781 0.80029 -0.57945
H 3.37189 -0.88758 -1.12594
H 3.80710 2.63099 -3.35876
H 3.08961 4.97775 -3.53007
H 0.85987 5.63496 -2.72879
H -1.51315 3.41669 -0.96720
H -0.26834 6.19408 -0.90680
H 0.02057 4.94926 0.30277
H -1.60770 5.59027 0.06285
H -1.42761 5.59754 -3.11265
H -2.81833 5.20572 -2.10140
H -2.21589 4.03287 -3.28501
H -4.29142 1.90462 -1.62167
H -5.56186 1.05133 0.37280
H -4.33069 -0.31901 2.09683
H 1.68506 1.64900 4.82220
H 2.91673 -0.28841 5.71413
H 2.80652 -2.44610 4.54657
H 2.37422 -3.66558 2.85974
H 1.17524 -2.47077 0.34836
H 1.92059 -4.09504 0.45784
H 2.87724 -2.64917 0.75529
H -0.63097 -3.46892 2.36468
H 0.18679 -4.12740 3.75224
H 0.34583 -4.96769 2.21609
H -0.54241 1.53832 1.85265
H 1.98953 2.96791 2.74570
H 0.77826 3.63010 1.64664
H 1.70738 2.20090 1.17845
H 0.00129 3.00444 4.47251
H -1.35911 1.91264 4.21692
H -1.20644 3.39282 3.25564
N -0.74061 -5.51754 -0.89868
C -0.23550 -5.01561 -2.22080
C 0.05949 -3.52597 -2.08563
N -1.04409 -2.71897 -1.54896
C -1.77130 -3.34642 -0.44390
C -2.04182 -4.83681 -0.59328
H -0.06501 -5.26926 -0.16736
H -0.84472 -6.53296 -0.89952
H -1.00798 -5.22022 -2.96078
H 0.66756 -5.55859 -2.49485
H 0.33699 -3.14211 -3.06471
H 0.92587 -3.40899 -1.43579
H -1.68328 -2.46914 -2.29541
H -2.72841 -2.84121 -0.31961
H -1.19948 -3.19105 0.47387
H -2.72366 -5.06317 -1.41179
H -2.45025 -5.24312 0.33094

Cartesian forces, eV/Å:
-1.95 2.30 -0.09
0.15 0.03 -0.08
-0.17 0.02 0.06
0.28 -0.29 -0.36
-0.22 -0.22 -0.44
0.00 0.04 -0.04
-0.03 -0.03 0.05
0.07 0.02 -0.02
-0.07 -0.08 0.25
0.00 0.05 -0.20
-0.03 -0.07 0.02
-0.02 -0.14 0.03
0.03 0.45 0.33
1.03 -1.08 0.40
-0.01 -0.14 -0.63
0.07 0.10 0.21
-0.14 -0.05 -0.11
-0.08 -0.14 0.00
0.06 -0.02 0.03
-0.05 -0.05 -0.15
-0.07 0.10 0.08
0.38 -0.20 0.31
-0.14 -0.31 0.22
0.09 0.11 -0.07
1.50 0.14 -0.65
-0.07 0.08 0.35
-0.10 -0.02 -0.09
0.09 -0.02 -0.03
-0.01 0.00 0.00
0.06 0.02 -0.02
0.04 -0.10 0.00
-0.28 0.05 -0.02
0.15 0.05 0.11
0.03 0.05 0.04
-0.03 -0.01 0.09
-0.03 -0.07 -0.01
0.00 -0.05 -0.02
-0.01 -0.01 0.02
0.03 -0.01 -0.02
-0.01 -0.05 -0.03
0.06 0.11 0.11
-0.02 -0.14 0.59
-0.10 0.03 0.06
-0.19 -0.09 0.14
0.00 -0.02 0.02
-0.01 0.01 0.00
0.01 0.00 0.02
0.00 0.00 0.05
-0.02 0.01 0.00
0.04 0.01 0.03
0.01 0.02 -0.01
-0.01 0.03 0.03
0.01 0.02 -0.01
-0.01 0.04 -0.04
0.01 0.01 0.00
0.01 0.02 0.01
-0.01 0.03 0.00
0.00 0.00 -0.02
-0.02 0.01 0.01
0.05 0.01 -0.04
-0.02 -0.02 0.03
-0.05 -0.14 -0.08
0.00 0.02 0.00
0.00 -0.01 -0.02
0.03 -0.02 -0.01
-0.02 -0.03 -0.01
-0.02 0.01 -0.01
-0.07 -0.01 0.00
0.00 0.02 -0.01
0.00 0.06 -0.01
0.02 0.02 0.00
-0.01 0.01 0.00
-0.01 0.02 0.00
0.02 0.01 0.00
-0.08 0.10 -0.12
0.19 0.14 -0.21
-0.22 0.06 0.11
-0.20 -0.68 -0.33
0.17 0.16 -0.16
-0.18 0.10 0.19
0.00 -0.14 0.03
0.01 0.00 0.00
-0.04 -0.06 0.05
-0.02 -0.08 0.09
0.02 0.01 -0.01
0.06 0.01 -0.05
0.01 0.00 0.00
0.00 0.01 0.05
0.00 -0.03 0.03
0.04 -0.03 -0.03
0.06 -0.06 0.00


(2)
C35H48N14O5PbS2 as an isolated structure, computed with the ωB97M-V functional and the def2-TZVPD basis.

Computed properties:
- Kohn-Sham gap: 8.11 eV
- Net charge: 0
- Multiplicity: 1
- E: -3494.6568 a.u.
- Energy relative to the best compared isomer or geometry (same formula, charge and spin): 0.000 eV

Positions of all 105 atoms, in Å:
Pb -0.06872 -0.08627 -0.22455
O -1.76215 0.05537 -4.39665
C -1.00961 0.12286 -3.41620
N -0.75338 -0.82100 -2.49800
C -1.47957 -2.07117 -2.71036
C -2.06364 -2.68679 -1.45712
C -2.66158 -3.94480 -1.51884
C -3.18598 -4.50228 -0.37006
C -3.12014 -3.78935 0.82207
C -2.52266 -2.54676 0.79877
N -1.99986 -2.01131 -0.31337
C -0.25125 1.43102 -3.21361
C -0.22392 2.36137 -4.24246
C 0.47422 3.54260 -4.05816
C 1.12438 3.76377 -2.85099
C 1.03906 2.79254 -1.87168
N 0.36147 1.65535 -2.04744
H -0.82215 -2.82051 -3.16823
H -2.28891 -1.91032 -3.42583
H -2.69843 -4.47472 -2.46398
H -3.64092 -5.48503 -0.39761
H -3.51707 -4.19193 1.74596
H -2.43475 -1.94388 1.69873
H -0.75090 2.12729 -5.15654
H 0.51576 4.28202 -4.84957
H 1.68843 4.66917 -2.67124
H 1.53713 2.90028 -0.91246
C -5.05593 3.33535 0.54625
N -4.40354 2.03975 0.38340
C -5.16129 1.00266 -0.29987
C -3.03173 1.93821 0.37134
N -2.37322 1.01233 -0.22234
N -2.40301 2.95130 1.09509
C -1.04982 3.03504 1.44203
N -0.78880 4.08548 2.29476
N -0.20653 2.18332 1.03511
H -6.12637 3.19436 0.44118
H -4.73414 4.06322 -0.20390
H -4.89755 3.75571 1.54258
H -6.18789 1.03434 0.05572
H -4.76042 0.02074 -0.05370
H -5.16076 1.12268 -1.38878
H -2.95293 0.38191 -0.76573
H -3.00668 3.59958 1.56040
H -1.40376 4.87873 2.32974
H 0.18174 4.28481 2.46353
H 0.75956 2.29500 1.34842
C 5.63850 2.63640 -3.40968
C 5.39375 2.82791 -1.93291
C 4.13073 3.19896 -1.47254
C 3.88590 3.35658 -0.12018
C 4.91496 3.14481 0.78859
C 6.18701 2.79584 0.35290
C 6.41635 2.63636 -1.00771
S 4.58361 3.29148 2.52065
O 3.49450 4.21795 2.67937
O 5.85004 3.52364 3.15512
N 3.99595 1.85420 3.04461
C 4.70188 0.59672 2.69262
C 3.79009 -0.40036 1.96673
C 2.89634 0.13129 0.84008
O 2.69283 -0.62465 -0.13722
O 2.32420 1.25384 1.01618
H 5.21061 3.45770 -3.98626
H 5.16852 1.71202 -3.75804
H 6.70348 2.57813 -3.62983
H 3.32794 3.35416 -2.18627
H 2.90988 3.64138 0.25378
H 6.98741 2.68572 1.07538
H 7.40575 2.35754 -1.35571
H 3.04079 1.80816 2.67362
H 5.06574 0.13564 3.60768
H 5.57293 0.81412 2.07749
H 3.07913 -0.82457 2.68798
H 4.39352 -1.21391 1.56809
C 0.20875 -4.13221 4.86621
C 0.06568 -2.71350 4.41188
C -0.11515 -1.53430 5.10031
C -0.15194 -0.52492 4.11184
N -0.01477 -1.04809 2.89834
N 0.10916 -2.37607 3.11146
C -0.31220 0.95068 4.32097
H -0.36822 -4.30212 5.77400
H 1.25222 -4.37535 5.08217
H -0.14456 -4.82039 4.09631
H -0.20068 -1.40438 6.16964
H 0.29090 -3.00236 2.32756
H -0.52018 1.16157 5.36888
H -1.12846 1.33844 3.71398
H 0.59802 1.48365 4.03611
C 3.73318 -4.41394 3.01677
C 2.80980 -5.26357 2.13456
C 2.29276 -4.50267 0.95688
N 1.09992 -4.01994 0.87794
N 0.85997 -3.27296 -0.25487
C 1.90006 -3.21224 -1.03699
N 1.93495 -2.58453 -2.25049
S 3.26723 -4.10377 -0.42374
H 4.00157 -4.96204 3.92203
H 3.24011 -3.48234 3.30676
H 4.65543 -4.15697 2.49026
H 1.94419 -5.59533 2.70670
H 3.34286 -6.15247 1.79080
H 1.19620 -1.89335 -2.38285
H 2.84028 -2.22404 -2.50520

Cartesian forces, eV/Å:
0.27 -0.17 0.28
0.09 0.00 0.12
0.06 -0.19 0.11
-0.24 -0.05 -0.12
0.12 0.25 0.09
0.12 0.14 0.06
-0.04 -0.11 0.00
0.02 -0.01 -0.09
-0.02 -0.02 0.07
0.12 0.09 -0.16
-0.29 -0.01 0.03
0.01 -0.04 0.18
0.01 0.03 -0.06
0.00 0.00 0.01
-0.24 0.06 -0.18
-0.25 -0.29 0.18
0.04 0.06 -0.18
0.01 -0.04 0.02
-0.09 -0.01 -0.07
0.01 0.02 0.05
0.00 0.02 -0.01
0.02 0.03 -0.05
0.03 -0.04 -0.03
0.00 0.01 0.02
0.00 -0.02 0.04
-0.04 0.02 0.00
-0.25 -0.11 -0.18
0.08 -0.14 -0.03
-0.20 0.06 0.04
0.01 0.11 0.00
0.19 0.08 -0.09
-0.03 0.07 0.00
0.14 -0.17 -0.14
0.01 -0.07 -0.12
-0.07 -0.12 0.05
-0.04 0.22 0.13
-0.05 -0.02 -0.01
0.02 0.00 -0.01
-0.04 -0.03 0.00
-0.04 0.02 -0.01
-0.01 0.00 0.03
0.03 -0.01 -0.01
-0.01 0.12 0.11
-0.05 -0.02 0.11
-0.01 0.04 -0.08
0.12 0.04 0.02
-0.24 0.09 0.02
-0.10 -0.04 0.13
0.12 0.00 -0.05
0.08 0.05 -0.02
0.14 0.03 0.00
0.04 0.00 -0.03
-0.10 0.07 0.00
-0.02 -0.03 -0.03
0.23 -0.16 0.19
-0.12 0.05 0.01
-0.03 -0.06 0.00
-0.08 -0.14 -0.21
-0.20 0.31 -0.05
-0.14 0.19 0.08
-0.24 0.12 -0.09
0.16 0.29 0.16
0.18 -0.62 -0.13
0.01 -0.01 0.00
0.03 0.05 0.02
0.00 0.00 0.00
0.40 -0.05 0.12
0.18 0.01 -0.03
-0.06 -0.03 -0.05
-0.05 0.04 0.02
0.13 -0.07 -0.02
0.09 0.01 0.09
0.08 0.08 -0.09
0.06 -0.04 -0.02
0.00 -0.07 0.06
0.04 0.10 -0.06
-0.06 -0.06 -0.02
0.03 0.20 0.12
-0.01 -0.01 0.07
-0.01 -0.12 0.21
0.06 0.04 -0.19
0.08 -0.17 -0.08
0.00 0.00 -0.02
-0.03 0.01 0.00
-0.01 0.01 0.03
0.00 -0.03 -0.11
-0.03 -0.01 -0.03
0.00 0.02 -0.01
-0.03 0.05 -0.01
-0.03 0.00 0.02
-0.03 0.00 -0.03
0.12 0.10 0.02
-0.07 0.11 -0.24
0.00 0.19 -0.11
0.24 -0.09 -0.17
-0.01 -0.10 0.21
-0.13 -0.11 0.14
-0.03 0.07 -0.03
0.01 0.03 -0.04
0.02 -0.06 0.00
-0.07 0.01 0.03
-0.04 -0.02 -0.01
-0.04 -0.03 0.03
-0.03 -0.05 0.03
0.02 0.07 0.05